#w
ORCA calculation (ωB97M-V/def2-TZVPD) on an isolated molecule of C17H23N3O3.

The geometry in XYZ format:
```
46
Properties=species:S:1:pos:R:3:mulliken_charge:R:1
C 3.45250 -3.39996 -1.12081 -1.3028
C 2.20859 -3.92235 -0.50850 -0.0280
C 1.31496 -3.34089 0.36527 1.3723
C 0.31392 -4.33229 0.60832 -0.6811
C 0.67617 -5.41394 -0.12343 -0.6619
O 1.81827 -5.17388 -0.79501 -0.3489
H 0.22651 -6.37845 -0.24902 0.4424
H -0.55919 -4.25513 1.22369 0.4310
C 1.42381 -1.97959 0.90512 0.5426
O 2.23477 -1.15541 0.53361 -0.6956
N 0.49354 -1.68327 1.86686 -0.0383
H -0.11045 -2.40006 2.24392 0.1972
N 0.48833 -0.47278 2.54758 -0.4570
C 0.10778 0.72354 1.92992 0.3352
O 0.37589 1.77422 2.46884 -0.6602
N -0.63830 0.56429 0.81535 -0.2386
H -0.66255 -0.35728 0.40747 0.3882
C -1.03732 1.66410 -0.05959 1.0718
C -1.95739 2.62544 0.69760 -1.5458
C -2.39902 3.74781 -0.23956 0.5392
C -1.17163 4.50714 -0.74064 -1.3418
C -0.25706 3.54800 -1.50088 0.4777
C 0.19128 2.42682 -0.56623 -1.5028
H 0.85992 1.73689 -1.08715 0.4247
H 0.72899 2.83756 0.28863 0.5583
C -1.01126 2.95399 -2.68989 -1.4330
C -2.23758 2.19591 -2.18390 0.4081
C -1.79241 1.07078 -1.24931 -1.7454
H -1.14213 0.37680 -1.78951 0.6155
H -2.66379 0.51561 -0.89227 0.4989
C -3.15545 3.15521 -1.42784 -1.4576
H -3.48576 3.95383 -2.09572 0.4997
H -4.04317 2.62340 -1.07741 0.4653
H -2.77858 1.76425 -3.03418 0.2298
H -0.35764 2.27725 -3.24517 0.4851
H -1.32336 3.75031 -3.36926 0.4943
H 0.62366 4.09034 -1.86171 0.2451
H -1.48116 5.32515 -1.39544 0.4717
H -0.63316 4.93664 0.10592 0.5012
H -3.05632 4.43389 0.30577 0.2314
H -1.41775 3.03100 1.55300 0.5272
H -2.82616 2.07817 1.07109 0.4328
H 1.25330 -0.33286 3.20112 0.3215
H 3.60692 -2.37671 -0.79261 0.3021
H 4.30334 -4.01373 -0.82800 0.3128
H 3.37702 -3.42816 -2.20690 0.3157
```

## Properties
SMILES: Cc1occc1C(=O)NNC(=O)N[C@]12C[C@H]3C[C@H](C[C@H](C3)C1)C2
charge: 0
2S+1: 1
molecular weight: 317.4 g mol⁻¹
E_HOMO: -9.09 eV



#x
ORCA calculation (ωB97M-V/def2-TZVPD) on an isolated molecule of C17H23N3O3.

The geometry in XYZ format:
```
46
Properties=species:S:1:pos:R:3:mulliken_charge:R:1
C 1.56368 1.72096 -2.02066 0.0193
C 0.35346 0.75835 -2.17007 0.7196
C 0.95609 2.89053 -1.23656 -1.3743
C 0.38406 2.48602 0.10243 0.6168
C -0.98124 2.61698 0.34717 -0.6353
C 0.98963 1.88250 1.20328 0.5302
C -0.02151 1.46319 2.10634 -0.1080
C 2.38507 1.63974 1.56635 -0.0898
C 0.23224 0.66570 3.24448 -0.9978
C 2.62988 1.01380 2.78029 -0.5835
C 1.53742 0.53211 3.62319 -0.5332
C -0.74405 -1.09181 -1.09701 -0.3760
C -1.95926 -0.36689 -0.48995 0.5362
C -0.25282 -2.47347 -0.44489 0.1655
C 0.13836 -2.32423 1.05540 -1.3223
C -1.14100 -3.65601 -0.74537 -0.7623
C -2.55945 -3.65107 -0.00721 -1.1266
H 2.52228 1.52439 -3.84834 0.2814
H 1.31888 2.53136 -3.89312 0.2611
H 2.41579 1.27796 -1.50029 0.4117
H 0.16045 3.28204 -1.81326 0.4064
H 1.71083 3.76595 -1.17003 0.3613
H -1.86743 3.01701 -0.20375 0.3321
H -2.17796 1.92382 1.93528 0.2811
H 3.16467 2.05948 0.89901 0.4106
H -0.61986 0.25555 3.71881 0.4823
H 3.64180 0.95418 3.29781 0.3083
H 1.83684 0.02752 4.54685 0.3704
H 1.01595 -0.04752 -0.45360 0.1919
H -1.04425 -1.33743 -2.14587 0.3643
H 0.68950 -2.69235 -0.95838 0.2557
H 1.05406 -1.69118 1.25279 0.3004
H 0.30133 -3.38739 1.51063 0.3735
H -0.69732 -1.86599 1.58157 0.2849
H -1.40375 -3.67482 -1.84003 0.3189
H -0.58512 -4.64273 -0.44238 0.3508
H -3.11649 -2.78975 -0.30272 0.2759
H -2.47814 -3.56521 1.13041 0.2266
H -3.11172 -4.52069 -0.24915 0.4697
H -1.92428 0.60161 -2.11818 0.4322
N 2.02704 2.22048 -3.29155 -0.7235
N -1.22914 1.98750 1.53908 0.1198
N 0.36153 -0.10427 -1.21212 0.1056
O -0.47709 0.89805 -3.02837 -0.7870
O -2.38962 -0.50599 0.64272 -0.5461
O -2.60934 0.39201 -1.40103 -0.5989
```

## Properties
SMILES: CC[C@H](C)[C@H](NC(=O)[C@@H](N)Cc1c[nH]c2ccccc12)C(=O)O
charge: 0
2S+1: 1
molecular weight: 317.4 g mol⁻¹
E_HOMO: -7.93 eV



Most stable to least stable, the ends of the list are #w and #x.



#w
ORCA calculation (ωB97M-V/def2-TZVPD) on a cluster of 2 separate species, C10H19N2Si in total.

The geometry in XYZ format:
```
32
Properties=species:S:1:pos:R:3:mulliken_charge:R:1
C 4.08651 -0.36609 -0.76169 -0.3385
C 3.17493 -1.41362 -0.82955 -0.6267
C 3.59767 0.86261 -0.37712 -0.2859
C 1.84020 -1.08297 -0.63681 0.3861
C -1.96090 -0.70765 -1.92892 -1.4091
C -1.96474 -1.18410 0.55927 -1.7126
C -2.98991 0.84227 -0.33998 -1.7233
C 0.03019 2.54449 0.28268 -1.0318
C 0.19088 -0.89936 2.94448 -1.1870
C -1.82492 -0.14062 -0.51806 1.7447
N 2.37685 1.05925 0.03109 -0.7082
N 1.42866 0.12123 -0.23795 0.8117
Si -0.25370 0.76755 -0.08772 -0.2423
H 5.08113 -0.32460 -1.03398 0.4591
H 3.35205 -2.45674 -1.03014 0.4097
H 4.24388 1.70856 -0.17362 0.4211
H 1.04025 -1.86873 -0.85048 0.2381
H -1.51751 -0.05645 -2.76457 0.3432
H -1.38565 -1.71045 -1.96845 0.3196
H -3.08243 -0.89505 -2.05982 0.3834
H -1.32298 -2.00411 0.53075 0.3805
H -2.86593 -1.78678 0.47657 0.4675
H -1.93114 -0.68005 1.58287 0.2951
H -2.91308 1.43625 0.65491 0.3746
H -3.04008 1.61444 -1.06506 0.4762
H -3.97998 0.31452 -0.17455 0.4196
H 0.66927 3.03688 -0.39801 0.4041
H -0.86069 3.18132 -0.03836 0.3302
H 0.37445 2.73799 1.37518 0.3502
H 0.23527 -1.64820 2.25714 0.4474
H 0.93062 -0.16845 3.31378 0.3453
H -0.75918 -0.83334 3.26612 0.4581
```

## Properties
charge: +1
2S+1: 1
molecular weight: 195.4 g mol⁻¹
E_HOMO (spin up / spin down): -10.35 / -12.12 eV



#x
ORCA calculation (ωB97M-V/def2-TZVPD) on a cluster of 2 separate species, C10H19N2Si in total.

The geometry in XYZ format:
```
32
Properties=species:S:1:pos:R:3:mulliken_charge:R:1
C 4.67540 0.97725 0.45787 -0.3887
C 4.97770 -0.31518 0.15131 -0.2313
C 3.39008 1.41617 0.02311 0.0270
C 4.02772 -1.13184 -0.39591 -0.2037
C -1.00532 -1.58124 -0.98291 -1.6859
C -1.66461 -1.30979 1.47551 -2.0485
C -3.35841 -1.43121 -0.23533 -1.4407
C -3.25020 2.04236 -0.38279 -1.0167
C -0.01369 1.79239 0.15363 -1.0297
C -1.95952 -0.90788 0.04048 1.6751
N 2.44212 0.55259 -0.37874 -0.1096
N 2.78509 -0.75158 -0.49414 -0.5129
Si -1.71748 1.04557 -0.01456 0.4369
H 5.28038 1.76123 0.96998 0.3362
H 5.90438 -0.78295 0.50996 0.3466
H 3.02221 2.45737 0.17542 0.3359
H 4.22694 -2.20915 -0.73072 0.3535
H -1.01936 -1.08129 -2.01107 0.3864
H 0.03191 -1.50123 -0.68134 0.4685
H -1.16282 -2.65089 -1.10028 0.4361
H -1.66154 -2.44277 1.52265 0.4401
H -2.33581 -0.84701 2.14479 0.5565
H -0.68261 -1.13811 1.79969 0.5128
H -4.09354 -0.63286 0.07678 0.2901
H -3.61544 -1.64024 -1.28969 0.3462
H -3.63303 -2.29363 0.36744 0.3961
H -3.83973 1.96757 -1.42205 0.3609
H -4.09139 1.70731 0.36952 0.3488
H -3.01227 3.10415 -0.39705 0.3690
H 0.42024 2.06940 -0.88372 0.3371
H 0.17290 2.72128 0.56886 0.6147
H 0.75969 1.03421 0.59331 0.2934
```

## Properties
charge: +1
2S+1: 1
molecular weight: 195.4 g mol⁻¹
E_HOMO: -12.32 eV



Most stable to least stable, the ends of the list are #x and #w.



#w
ORCA calculation (ωB97M-V/def2-TZVPD) on an isolated molecule of HN3P2.

The geometry in XYZ format:
```
6
Properties=species:S:1:pos:R:3:mulliken_charge:R:1
N 0.76035 -1.21263 -0.30164 -0.1624
N -0.31709 -1.11704 0.22472 -0.0117
N 1.52492 0.08520 -0.52111 -0.1880
P 0.81024 1.40811 -0.09852 0.2081
P -0.90246 0.34200 0.84354 0.0353
H -1.87597 0.49436 -0.14699 0.1186
```

## Properties
SMILES: N1=N[PH]#P=N1
charge: 0
2S+1: 1
molecular weight: 105.0 g mol⁻¹
E_HOMO: -9.75 eV



#x
ORCA calculation (ωB97M-V/def2-TZVPD) on a structure of composition HN3P2.

The geometry in XYZ format:
```
6
Properties=species:S:1:pos:R:3:mulliken_charge:R:1
N 2.01206 1.68309 0.11594 -0.1185
N 0.98970 1.37676 -0.36972 0.0720
N 3.04020 0.25300 0.37700 -0.2822
P 2.33603 -1.04922 -0.00420 0.1869
P 0.47616 -0.10046 -0.94112 0.0317
H -0.52630 -0.20098 0.02190 0.1101
```

## Properties
charge: 0
2S+1: 1
molecular weight: 105.0 g mol⁻¹
E_HOMO: -9.29 eV



Most stable to least stable, the ends of the list are #w and #x.



#w
ORCA calculation (ωB97M-V/def2-TZVPD) on the ion C6H11N4 with charge +1.

The geometry in XYZ format:
```
21
Properties=species:S:1:pos:R:3:mulliken_charge:R:1
C -0.76448 3.21291 -1.03364 0.3451
C -0.77316 0.85109 -1.14031 0.2855
C 0.14608 2.14338 -1.16045 -0.2760
C 0.97582 -0.49729 1.66879 -0.1774
C 1.09468 -2.62056 0.41328 -0.9501
C 0.65253 -1.97103 1.74412 -0.4945
N -1.78278 3.75287 -0.83393 -0.0657
N -1.67193 0.65187 -1.98425 -0.6377
N -0.27233 -0.01083 -0.15462 0.2937
N 0.51030 0.37784 0.85009 -0.7170
H 0.64519 2.06264 -2.06073 0.3234
H 1.78554 -0.16874 2.23885 0.4379
H 1.19418 -3.67862 0.41539 0.3794
H 2.00297 -2.13875 -0.03985 0.2959
H 0.37096 -2.42968 -0.43442 0.2518
H 1.16096 -2.54892 2.55107 0.2983
H -0.51196 -2.18073 1.70598 0.2518
H -2.12732 -0.24988 -2.01291 0.2523
H -0.80092 -0.83783 0.18198 0.2286
H 0.88031 2.15210 -0.32835 0.2971
H -2.71463 4.12815 -0.58612 0.3774
```

## Properties
SMILES: [H]/N=C(/CC#[NH+])N/N=C\CC
charge: +1
2S+1: 1
molecular weight: 139.2 g mol⁻¹
E_HOMO: -12.58 eV



#x
ORCA calculation (ωB97M-V/def2-TZVPD) on the ion C6H11N4 with charge +1.

The geometry in XYZ format:
```
21
Properties=species:S:1:pos:R:3:mulliken_charge:R:1
C -0.88909 -1.01321 2.87593 -0.6477
C -0.00391 0.15402 2.81803 -0.1452
C -0.88747 -1.46335 1.57974 -0.0952
C 0.13505 -0.50095 -0.55042 0.5235
C 1.17488 0.85100 -2.30607 -0.9019
C -0.70036 1.76167 -0.71936 -0.7149
N 0.34160 0.42764 1.58200 -0.8407
N -0.22743 -0.52422 0.79389 0.6275
N 0.57139 -1.70735 -1.18745 -0.3581
N 0.13537 0.66056 -1.19635 0.1232
H -1.27710 -1.51661 3.70716 0.4445
H 0.13029 0.84547 3.66629 0.3994
H -1.45797 -2.25870 0.96207 0.2860
H 1.09859 1.81924 -2.74650 0.2996
H 1.06986 -0.09790 -2.97548 0.2494
H 2.11673 0.76837 -1.80533 0.4247
H -0.69571 2.60625 -1.56684 0.2955
H -0.27160 2.17189 0.27457 0.3330
H -1.81545 1.39219 -0.49178 0.2698
H 0.28615 -2.49682 -0.66712 0.1812
H 1.16619 -1.87920 -2.04698 0.2463
```

## Properties
SMILES: C[N+](C)=C(N)n1cccn1
charge: +1
2S+1: 1
molecular weight: 139.2 g mol⁻¹
E_HOMO: -13.75 eV



Most stable to least stable, the ends of the list are #x and #w.



#w
ORCA calculation (ωB97M-V/def2-TZVPD) on a cluster of 2 separate species, ClH3N2O2S in total.

The geometry in XYZ format:
```
9
Properties=species:S:1:pos:R:3:mulliken_charge:R:1
N 1.51254 0.43280 -0.08459 -0.1537
N 0.93524 0.09209 1.04214 -0.3612
O -0.70786 -0.19813 -1.42279 -0.5264
O -1.79968 -1.55657 0.34504 -0.4830
S -1.21362 -0.32386 -0.05690 0.8272
Cl -2.70270 1.09856 0.23448 -0.2227
H 1.49348 -0.07075 -0.98898 0.3291
H 1.49049 1.45080 -0.27621 0.2815
H 0.99212 -0.92493 1.20780 0.3093
```

## Properties
charge: 0
2S+1: 1
molecular weight: 130.6 g mol⁻¹
E_HOMO (spin up / spin down): -9.21 / -9.25 eV



#x
ORCA calculation (ωB97M-V/def2-TZVPD) on a cluster of 2 separate species, ClH3N2O2S in total.

The geometry in XYZ format:
```
9
Properties=species:S:1:pos:R:3:mulliken_charge:R:1
N -1.43922 -0.73565 1.19852 -0.1654
N -1.63702 0.39975 1.60510 -0.2764
O 1.50210 -1.00925 -1.34189 -0.4334
O 0.94001 1.04090 -2.67616 -0.4238
S 0.59768 0.43608 -1.41370 0.6617
Cl 1.60288 1.36453 0.25123 -0.2163
H 1.29310 -1.22824 -0.42003 0.3652
H -1.34973 -1.37169 1.95263 0.2280
H -1.50979 1.10356 0.84431 0.2603
```

## Properties
charge: 0
2S+1: 1
molecular weight: 130.6 g mol⁻¹
E_HOMO: -9.74 eV



Most stable to least stable, the ends of the list are #x and #w.



#w
ORCA calculation (ωB97M-V/def2-TZVPD) on an isolated molecule of C5H3N3O2.

The geometry in XYZ format:
```
13
Properties=species:S:1:pos:R:3:mulliken_charge:R:1
C 1.73137 -2.17800 2.91354 0.3350
C 1.11494 -1.59198 2.05596 -0.4647
C 0.38398 -0.92167 1.03758 0.3758
N 0.38668 0.33626 0.71432 -0.4927
C -0.49916 0.37179 -0.32199 0.6662
N -0.96527 -0.80040 -0.65615 -0.3614
O -0.40761 -1.65352 0.24314 -0.0966
C -0.86930 1.63074 -1.06263 0.0129
N -0.69795 1.57852 -2.38876 -0.3655
H 2.27986 -2.69567 3.68260 0.4046
O -1.11637 2.65978 -0.45035 -0.4729
H -1.26626 0.98074 -2.97427 0.2390
H -0.07491 2.28340 -2.79299 0.2203
```

## Properties
SMILES: C#Cc1nc(C(N)=O)no1
charge: 0
2S+1: 1
molecular weight: 137.1 g mol⁻¹
E_HOMO: -10.19 eV



#x
ORCA calculation (ωB97M-V/def2-TZVPD) on a cluster of 2 separate species, C5H3N3O2 in total.

The geometry in XYZ format:
```
13
Properties=species:S:1:pos:R:3:mulliken_charge:R:1
C -0.55573 -0.58214 1.56607 0.4969
C -0.94647 1.23260 -1.98481 -0.1369
C -2.11354 1.10016 -1.36125 -0.0817
C 0.44481 -0.02601 -0.58706 0.3000
C 2.35978 -1.22059 1.87393 0.6870
N -0.79391 -0.92621 2.62017 -0.5133
N 0.22933 0.65389 -1.72484 -0.6308
N -0.41714 -0.04779 0.41475 -0.5641
O 2.03017 -2.17355 1.32089 -0.3802
O 2.63375 -0.27697 2.44306 -0.3329
H -1.06104 1.57319 -2.96963 0.3622
H -3.10079 1.36361 -0.95743 0.3767
H 1.29079 -0.67018 -0.65386 0.4170
```

## Properties
charge: 0
2S+1: 1
molecular weight: 137.1 g mol⁻¹
E_HOMO (spin up / spin down): -9.33 / -9.33 eV



Most stable to least stable, the ends of the list are #w and #x.